{"formula": "C19H56N6O9", "method": "the ωB97M-V functional and the def2-TZVPD basis", "homo_energy_ev": -8.20, "e_above_lowest_kj_mol": 861.3, "energy_ha": -1762.936486, "e_lumo_ev": -0.288, "species": ["N", "C", "N", "O", "H", "H", "H", "H", "N", "C", "N", "O", "H", "H", "H", "H", "N", "C", "N", "O", "H", "H", "H", "H", "C", "C", "C", "O", "H", "H", "H", "H", "H", "H", "H", "H", "C", "C", "C", "O", "H", "H", "H", "H", "H", "H", "H", "H", "C", "C", "C", "O", "H", "H", "H", "H", "H", "H", "H", "H", "C", "C", "C", "O", "H", "H", "H", "H", "H", "H", "H", "H", "C", "C", "C", "O", "H", "H", "H", "H", "H", "H", "H", "H", "C", "O", "H", "H", "H", "H"], "coordinates": [[1.9254, 1.1925, 1.5232], [3.2145, 0.9697, 1.6966], [3.7791, 1.7971, 2.5681], [3.8581, -0.1699, 1.1438], [1.2642, 0.4478, 1.0326], [1.4918, 2.0269, 1.8361], [4.8292, 1.7505, 2.6004], [3.3379, 2.7061, 2.8749], [2.6354, -2.2642, -0.1877], [2.1586, -3.3640, 0.2655], [1.7962, -3.3485, 1.5334], [1.8929, -4.4310, -0.5237], [2.5788, -2.2126, -1.2304], [2.8233, -1.4914, 0.3821], [1.5024, -4.2877, 1.8023], [1.9571, -2.6465, 2.2121], [-4.9016, 1.9144, -0.8004], [-4.2711, 1.0974, -0.0375], [-3.7121, 1.7166, 0.9766], [-4.1922, -0.2495, -0.2751], [-5.4189, 1.4607, -1.5213], [-4.9015, 2.9020, -0.9174], [-2.9685, 1.1657, 1.3906], [-3.9251, 2.6572, 1.3010], [0.6608, -2.6045, -3.3593], [2.1174, -2.9618, -3.6161], [2.5337, -2.9231, -5.0810], [2.9214, -2.2250, -3.0694], [0.1662, -3.0686, -4.2097], [0.4550, -1.5601, -3.4500], [0.3189, -3.1063, -2.3941], [2.2535, -3.9498, -3.2122], [2.2588, -1.9252, -5.3875], [2.0295, -3.6180, -5.6633], [3.5459, -3.2569, -5.3670], [2.9943, -1.4098, -3.6477], [0.0683, -1.2644, 4.6779], [1.4858, -0.9645, 4.4096], [2.4533, -1.6374, 5.4156], [1.9052, -1.2947, 3.2688], [0.0358, -2.3119, 5.0325], [-0.5632, -1.1707, 3.8372], [-0.5266, -0.7208, 5.4953], [1.4880, 0.1208, 4.5591], [2.4676, -2.6958, 5.3712], [2.2814, -1.3275, 6.3735], [3.5357, -1.2451, 5.2214], [1.9424, -0.5127, 2.7612], [0.6084, 2.9226, -2.7764], [1.8724, 2.3756, -2.1469], [1.6377, 0.8804, -1.7826], [2.9148, 2.4915, -2.8071], [-0.2786, 2.6111, -2.1870], [0.4984, 2.5105, -3.7469], [0.7914, 3.9481, -2.7931], [2.0913, 2.8124, -1.1427], [0.7982, 0.6447, -1.2125], [2.4257, 0.3832, -1.2745], [1.4217, 0.2891, -2.6962], [3.4368, 3.2819, -2.5593], [-2.1375, 0.8205, -3.0694], [-2.8923, -0.3123, -3.5015], [-2.5802, -0.9436, -4.8794], [-2.9453, -1.2891, -2.7861], [-2.5048, 1.0085, -2.1003], [-2.1543, 1.7361, -3.6428], [-1.1038, 0.4389, -2.9941], [-3.9552, 0.0860, -3.4437], [-2.8163, -0.2680, -5.6609], [-3.0465, -1.9169, -5.0011], [-1.4641, -1.0666, -4.9414], [-3.3294, -0.9930, -1.9820], [-1.5939, 1.5780, 2.9926], [-2.1027, 2.9524, 3.3621], [-3.4499, 2.8277, 4.0669], [-1.3494, 3.5719, 4.1688], [-1.0762, 1.5332, 2.0426], [-2.4049, 0.9029, 2.9753], [-0.8479, 1.2511, 3.7970], [-2.2820, 3.5307, 2.4729], [-3.4304, 2.0639, 4.8260], [-4.1554, 2.4983, 3.3670], [-3.9152, 3.7853, 4.2190], [-1.6947, 4.4445, 4.3184], [-1.0720, -0.7193, 0.0407], [0.1869, -0.7570, 0.7034], [-1.0345, -1.1820, -0.9290], [-1.3311, 0.3758, -0.2475], [-1.8456, -1.1945, 0.5696], [0.5274, -1.6195, 0.7703]], "atomic_forces_ev_per_a": [[-2.518, -2.470, -1.996], [2.410, -5.612, -2.456], [3.027, 1.887, 0.988], [-3.121, 6.235, 3.021], [1.467, 1.580, 0.812], [-0.197, 0.607, 0.388], [-1.752, 0.140, 0.072], [0.731, -1.789, -0.691], [0.448, 0.723, -4.234], [-1.923, -5.525, -3.408], [-1.295, -3.106, 1.119], [1.057, 4.050, 3.121], [0.775, 0.415, 1.256], [0.736, 1.470, 0.761], [0.066, 0.663, 0.376], [0.413, 0.564, 0.522], [-3.167, 0.455, -3.842], [1.034, -6.036, -0.148], [1.939, -0.737, 2.003], [-0.133, 6.124, 0.990], [-0.349, -0.260, -0.525], [0.597, 0.480, 0.746], [-0.490, 0.597, 0.226], [0.169, -0.672, -0.466], [-0.471, -2.140, -0.091], [-5.466, -6.521, -4.860], [-0.261, -0.826, -0.363], [7.756, 9.048, 5.185], [-0.794, -0.186, 0.199], [-0.048, 0.858, 0.338], [0.302, 1.021, -1.166], [-0.057, -0.892, 0.110], [0.306, 0.507, -0.730], [-1.833, -1.074, -1.288], [0.152, 0.910, 1.016], [0.335, -0.820, 1.517], [-2.349, -1.782, 2.733], [-0.664, 2.296, 7.922], [2.137, 2.069, -1.894], [1.927, -2.244, -6.473], [-0.435, 0.105, -0.406], [-0.467, 0.006, -1.327], [1.510, -0.248, -0.861], [0.878, 0.448, 0.081], [-0.196, -1.072, -0.315], [-0.795, 0.602, 2.775], [-1.826, -0.813, -0.035], [0.222, 0.938, -1.607], [-0.151, -1.198, 1.527], [-6.805, -2.859, 6.990], [0.170, -0.176, -2.258], [8.548, 1.830, -5.628], [0.490, 0.608, -0.245], [-0.045, -0.258, -1.101], [-0.537, 2.044, -0.395], [-1.045, 0.332, 0.009], [-1.666, 0.377, 1.150], [1.252, -0.075, 0.316], [0.430, 0.378, 0.055], [-0.482, -0.834, -0.511], [3.313, 0.708, 0.218], [-4.041, 5.715, -9.295], [1.766, 1.161, 0.212], [1.192, -9.471, 7.821], [-0.138, 0.685, 1.463], [-0.201, -0.010, -0.437], [0.124, 0.637, 0.213], [-0.091, 0.476, -1.457], [-0.443, 0.503, -1.071], [-0.165, 0.172, 0.087], [-0.858, -0.152, 0.128], [-0.694, -0.402, 2.215], [2.370, 0.120, 1.527], [-5.241, -3.101, -2.849], [-0.368, -0.407, -1.378], [6.138, 3.344, 4.239], [0.222, 0.071, -0.222], [-0.622, -1.046, 0.248], [-1.088, 0.305, -1.041], [-0.067, 0.373, -1.119], [-0.004, 0.375, 0.852], [-1.197, -1.249, -1.207], [0.349, 0.678, 1.324], [0.012, 0.548, 0.370], [0.610, 2.148, -1.523], [-1.058, 2.269, 0.104], [0.279, -0.486, -0.511], [0.436, -1.666, 1.025], [-1.043, -0.314, 1.035], [0.564, -2.123, 0.025]]}